No. 1
8
Properties=species:S:1:pos:R:3 method="wB97M-V/def2-TZVPD" spin_multiplicity=3 total_charge=0 homo_ha="-0.173 / -0.505" e_tot_ha=-377.32066 s2=2.005 de_lowest_kcal_mol=50.82
C -0.534 -0.802 0.178
C 0.470 0.753 -0.180
F 1.112 1.086 0.961
F 1.400 0.496 -1.085
F -0.337 1.744 -0.554
H -1.038 -0.735 1.156
H -1.258 -0.877 -0.646
H 0.184 -1.666 0.169

=====

No. 2
11
Properties=species:S:1:pos:R:3 method="wB97M-V/def2-TZVPD" spin_multiplicity=1 total_charge=0 homo_ha=-0.342 e_tot_ha=-562.15395 de_lowest_kcal_mol=132.06
C -1.409 -0.135 -0.552
C 0.065 -0.542 -0.411
N 1.954 0.988 -0.622
N -2.085 -0.120 0.553
O 0.641 0.645 -0.821
F 0.533 -1.516 -1.184
F 0.475 -0.881 0.919
F 2.194 1.499 0.750
H -1.847 -0.553 1.447
H -3.034 0.400 0.577
H 2.513 0.215 -0.654

=====

No. 3
17
Properties=species:S:1:pos:R:3 method="wB97M-V/def2-TZVPD" spin_multiplicity=4 total_charge=0 homo_ha="-0.306 / -0.389" e_tot_ha=-2573.56225 s2=3.755 de_lowest_kcal_mol=0.00
N -0.250 -0.849 -0.275
S -1.666 -0.807 -1.587
O -2.093 0.660 -1.441
O -2.651 -1.676 -0.918
S 0.896 0.188 -0.717
O 0.550 1.603 -0.365
O 1.284 -0.025 -2.099
C 2.392 -0.162 0.363
F 2.216 0.345 1.563
F 2.561 -1.463 0.433
F 3.427 0.403 -0.219
V -1.226 2.239 -0.823
F -2.061 3.168 0.407
C -0.740 -0.865 1.153
H -1.397 -0.049 1.479
H 0.118 -0.938 1.829
H -1.357 -1.771 1.216

=====

Copy entry 1 word for word.
8
Properties=species:S:1:pos:R:3 method="wB97M-V/def2-TZVPD" spin_multiplicity=3 total_charge=0 homo_ha="-0.173 / -0.505" e_tot_ha=-377.32066 s2=2.005 de_lowest_kcal_mol=50.82
C -0.534 -0.802 0.178
C 0.470 0.753 -0.180
F 1.112 1.086 0.961
F 1.400 0.496 -1.085
F -0.337 1.744 -0.554
H -1.038 -0.735 1.156
H -1.258 -0.877 -0.646
H 0.184 -1.666 0.169